No. 1
ORCA calculation (ωB97M-V with the def2-TZVPD basis set) on C33H49As3IN4S3Tl as an isolated structure.

Each line ends with the Mulliken charge.
Geometry (Å):
C 4.3305 -1.8355 3.1731  -0.77
C 3.0089 -1.6322 0.7118  -0.75
N -0.8744 0.9783 -3.1804  0.28
H -2.5010 4.4898 3.9078  0.39
H 1.4698 0.6585 4.4955  0.31
C -2.9035 -3.9919 1.1168  -0.96
C 3.1719 -0.6534 -1.4999  -1.43
H 0.9373 6.5020 -1.2645  0.45
H -4.2501 -2.7544 2.2405  0.42
As -0.3491 7.0667 0.7960  0.31
H 0.1455 -3.2111 -3.2485  0.38
H 2.5600 -0.4005 -2.3640  0.08
H -1.4388 -2.4818 -2.9292  0.41
H -4.1310 3.5977 -0.6823  0.23
H -2.1453 5.8569 -0.6118  -0.26
H 3.2527 2.7644 3.1454  0.45
C -4.3049 2.7290 2.3938  -1.38
H 2.3769 -1.6926 4.0303  0.45
N 2.0301 1.9148 -3.5123  -0.65
C -0.8751 4.4065 2.4567  2.80
H 0.3950 4.9766 -0.5537  -0.09
H 3.0639 -3.4461 -1.1165  0.33
H 2.1027 -2.6100 -2.3294  0.55
H -2.8279 7.2640 0.2326  0.35
C 0.8106 5.9567 -0.3280  -0.86
H -1.0870 3.5918 0.4390  -0.74
H 3.4544 0.2673 -0.9958  0.36
H 0.0639 -0.9467 -5.7708  0.46
C -1.9628 6.8878 -0.3140  -0.68
C -0.3351 -0.0820 -5.2591  -1.13
H -3.3552 -0.6427 1.3348  0.40
H 1.2273 2.3726 4.9195  0.43
C -3.4443 -2.7800 1.5177  -0.95
C -1.3528 -2.8340 -0.3187  -0.63
C -1.7102 3.7838 1.3159  -0.36
C -1.8657 -4.0211 0.2001  -0.32
H -4.5922 3.6483 1.8849  0.34
C -2.9413 -1.5827 1.0089  0.02
C 2.9561 -1.7154 3.1157  -0.81
H -0.0563 -0.8928 -3.2916  0.43
H -2.5002 4.4719 1.0109  0.84
H -3.2868 -4.9192 1.5225  0.37
H 6.1421 -1.9475 2.0139  0.41
N -0.2507 -2.8018 -1.2238  1.45
C 2.1812 -2.8066 -1.2573  -1.09
H 4.8270 -1.9029 4.1329  0.38
C 5.0640 -1.8565 1.9951  -0.94
H 1.1084 4.3513 3.2944  0.62
H -1.5162 3.0452 -5.7424  0.46
H 1.0808 4.2735 1.5365  -0.19
I -1.7262 3.7865 -2.7885  0.16
H 4.0767 -1.1512 -1.8709  0.52
H -5.3959 2.3837 -0.3407  0.35
C -0.7617 1.0380 -5.9551  -0.44
C -0.8953 5.9489 2.3499  -2.29
H 1.7942 5.8402 0.1254  0.34
N 2.3908 -1.5048 -0.5950  1.65
C -1.2349 2.0458 -3.8596  0.11
C 0.8484 1.5379 4.3289  -1.33
S -3.1929 1.3808 -0.2892  -0.01
H 0.9347 -3.6170 0.2902  0.48
C -4.4492 2.5691 -0.8434  -1.06
H -5.0619 1.9641 2.2267  0.43
C 2.2620 -1.6256 1.8983  0.86
As 0.9404 1.9674 2.4236  0.97
H 4.9731 -1.7679 -0.1285  0.37
C -1.2138 2.1349 -5.2462  -0.73
H 3.3241 1.1364 2.4282  0.24
C 0.5811 3.9180 2.4374  -1.23
H -0.1686 1.2979 4.6326  0.30
As -2.5736 2.0631 1.7574  0.62
H -1.4392 -4.9697 -0.1087  0.42
C 1.6921 1.9512 -2.4067  -0.02
C 0.9358 -3.5507 -0.7972  -0.93
C -1.8984 -1.6449 0.1120  -0.02
H -1.5278 3.0154 4.0285  0.30
H -0.3110 6.3469 3.1848  0.55
C 2.8883 2.1321 2.3342  -1.15
H 0.9464 -4.5731 -1.1997  0.39
S 1.2152 2.0606 -0.8014  -0.15
H -1.1568 -4.1912 -2.5526  0.36
H -4.5697 2.4158 -1.9141  0.42
C 4.3975 -1.7557 0.7876  -0.37
H -1.8338 7.4968 -1.2090  0.39
C -0.7021 -3.1919 -2.5603  -1.58
H -1.9228 6.2914 2.5212  0.56
H -4.2312 2.9171 3.4639  0.44
H -0.8896 4.5425 4.6224  0.49
H -0.7170 1.0704 -7.0359  0.40
C -0.4087 -0.0569 -3.8800  0.02
C -1.4881 4.0889 3.8296  -2.18
S 0.5108 -1.5651 2.0006  -0.39
H 3.1770 2.5539 1.3734  0.36
Tl -0.2095 -0.0606 -0.0665  1.21

charge = 0
energy relative to the best compared isomer or geometry (same formula, charge and spin) = 10.2 kcal per mole
LUMO = -1.0 eV
electronic energy = -268790.090 eV
HOMO = -7.24 eV
frontier orbital gap = 6.250 eV



No. 2
ORCA calculation (ωB97M-V with the def2-TZVPD basis set) on a 7-piece molecular cluster, C33H49Br2N8 overall.

Each line ends with the Mulliken charge.
Geometry (Å):
H -5.1073 -4.6774 0.2765  0.42
H -3.2547 -4.8909 1.9001  0.33
Br 1.1704 -0.1486 -0.6034  -0.07
H 4.2073 2.2404 2.0930  0.30
N 7.6036 -0.2317 -2.2071  -0.59
H 6.6980 -2.0597 -5.0520  0.32
H -3.5478 5.3075 2.6180  0.33
Br 1.2748 0.7966 2.5769  -0.08
C -9.2263 -3.9911 -0.0432  0.31
C 0.1035 6.8640 3.1003  0.30
H -4.7293 -4.3954 2.7314  0.32
C -9.7846 -1.1943 -0.9543  -0.85
H -6.4613 -2.9187 1.4302  0.40
H -2.2018 -0.6995 -2.1201  0.34
H -1.3090 8.3667 2.7982  0.28
H -1.7262 0.8450 -1.4299  0.16
H 4.6094 0.3670 -1.0176  0.72
H 9.5277 -3.8025 0.8694  0.33
C -5.6698 -2.6621 0.7291  -1.02
H -10.1463 -0.7635 -0.0184  0.30
H -2.9276 6.6509 1.6568  0.32
H 7.2239 -3.2997 3.0310  0.31
C -3.8393 0.6662 -1.7817  -0.60
C 4.8759 -1.5000 -4.0733  -0.71
H 4.3016 -1.3866 -4.9929  0.41
C 6.0444 -2.4489 -4.2691  -0.65
H 7.6764 -3.2747 -3.0885  0.39
H 3.4621 3.4457 1.0226  0.33
H -11.6420 -2.1168 -1.5227  0.30
H 5.0089 3.4525 -3.7277  0.28
C 4.9712 1.8986 -2.4635  -0.67
H -4.1246 1.4497 -1.0781  0.29
H 10.7838 -2.9615 1.7662  0.33
H 8.8976 -1.4154 1.2823  0.28
H 9.0993 -1.6496 3.0101  0.32
N -2.7621 -1.9623 2.9192  -0.45
H 6.1932 -3.0241 -2.1771  0.22
C 7.3423 -2.5889 2.2122  -0.41
H -2.7662 0.1767 0.7623  0.34
H -3.1251 7.2447 4.0926  0.31
H 5.2272 -0.5060 -3.7835  -0.11
C -2.4861 0.0612 -1.3894  -0.28
C 2.6853 3.1042 -1.6515  0.89
C -1.0824 7.6014 3.5418  -0.46
H -1.8722 5.2950 2.0873  0.21
C 1.5194 3.7577 -1.2074  -1.07
H -8.7300 -1.4454 -0.8303  0.10
N -8.1527 -4.3570 0.1168  -0.40
H 5.8924 1.4992 -2.8531  0.60
C 2.3531 1.6176 1.2819  0.35
N 3.3971 3.6682 -2.6221  -0.78
C 2.2900 1.2682 -0.0015  -0.47
C -4.8897 -0.3552 -1.7900  0.28
H -5.2244 -1.7138 1.0426  0.53
C -3.9788 -4.0823 2.0046  -0.55
C 4.2571 1.2851 -1.4545  -0.12
H -11.1997 -4.3640 -0.5951  0.29
N 1.0335 6.2836 2.7653  -0.44
H -1.5114 -0.9519 0.2519  0.26
N 4.4860 3.0222 -2.9715  0.33
C 0.7760 4.4703 -0.5873  0.28
H -6.1225 -2.5024 -0.2466  0.10
C 6.8775 -3.2235 0.9774  0.28
H 2.8197 3.1746 2.6412  0.46
C -2.2791 6.6603 3.7294  -0.41
H 9.6927 -4.0609 2.6103  0.31
N -5.7087 -1.1561 -1.8016  -0.47
H 4.2004 -1.8657 -3.2965  0.30
C 3.2700 2.6952 1.7802  -1.32
H -10.2282 -2.8180 -2.2902  0.30
C 6.8245 -2.6077 -2.9591  -0.30
C 3.1003 1.8879 -1.0573  0.43
C -10.6071 -2.4161 -1.3490  -0.42
C 8.8067 -2.1493 2.0856  -0.40
H -2.0452 5.9239 4.4998  0.29
N 6.5180 -3.7296 0.0142  -0.48
H -0.8431 8.1049 4.4782  0.30
H 6.7024 -1.7307 2.4185  0.23
C -2.6773 5.9394 2.4466  -1.01
H 5.6947 -3.4250 -4.6050  0.34
H -9.8479 -0.4269 -1.7253  0.32
H -10.9957 -3.1422 0.6602  0.27
C -4.6320 -3.7704 0.6520  -0.53
H -3.2019 -1.3881 0.0660  -0.36
C -3.2844 -2.9050 2.5294  0.32
H -3.7860 1.1109 -2.7757  0.35
C 9.7542 -3.3132 1.8178  -1.14
C -10.5904 -3.5165 -0.2810  -0.51
C 7.2919 -1.2933 -2.5130  0.44
C -2.4958 -0.5593 0.0031  -0.42
H 0.1362 5.1281 -0.0548  0.56
H -3.8575 -3.4919 -0.0675  0.25

charge = +1
LUMO = -4.6 eV
electronic energy = -187011.274 eV
HOMO = -11.98 eV
frontier orbital gap = 7.399 eV



No. 3
ORCA calculation (ωB97M-V with the def2-TZVPD basis set) on a 8-piece molecular cluster, C33H49BrF9N2O33S8 overall.

Each line ends with the Mulliken charge.
Geometry (Å):
O 2.2671 1.3053 10.3205  -0.35
C -0.1993 -8.6765 -8.0188  -0.38
H -0.4214 -3.6430 1.3489  0.38
C 0.4968 -0.8546 -0.8123  -0.27
H 0.0170 -4.2807 -3.1327  0.27
S -3.5696 1.5681 -3.9298  1.04
H -4.1130 4.3414 -3.1889  0.22
H -0.4722 -3.5614 -0.5187  0.26
H 0.9047 -3.1390 2.9877  -0.25
H -1.4315 -0.7849 -7.7777  0.38
O -4.1918 2.8981 -4.6400  -0.30
O 0.4091 2.2902 11.6678  -0.52
O -2.2664 2.2787 -3.2556  -0.21
C -3.5626 4.0537 -4.0909  -0.40
H 2.0881 -1.7977 -3.5489  0.39
H -0.7681 -2.2826 -2.2474  0.33
O -3.1183 0.6666 -4.9642  -0.49
H 3.3769 -7.6389 4.9280  0.30
F 5.2090 3.0809 5.0685  -0.18
H -6.8585 6.5540 -0.2392  0.30
C -0.4779 -1.6614 3.9873  0.25
H 0.7104 1.4353 -1.7047  0.38
C -2.0681 6.8596 2.9172  0.12
C 5.7710 1.8448 4.4820  0.60
H 0.8981 3.3874 1.7897  0.36
H -1.7884 -7.2804 -7.5116  0.29
H 0.1712 -2.2685 -8.8792  0.18
H 3.0068 -4.3587 -4.5220  0.25
O -4.4633 1.1641 -2.8672  -0.59
O -6.5338 5.6981 -2.1068  -0.27
H -1.6104 8.9830 3.0331  0.31
H -0.4763 0.6614 -8.2060  0.27
O -0.0306 -6.8510 -6.5466  -0.29
O 0.7858 -5.3055 -8.3324  -0.50
H 0.3689 0.2200 7.8560  0.07
H -1.5703 6.6897 3.8756  0.33
C 0.9146 -3.7559 -3.6782  -0.32
C 2.1478 0.7641 9.0068  -0.09
O 2.3884 -6.8844 -7.1523  -0.54
F 5.4946 0.5291 6.7346  -0.23
O -0.0436 0.6369 9.8496  -0.35
N -1.7206 -1.7511 3.3464  -0.66
C 0.1526 -1.5224 -2.2743  0.52
H -1.8591 6.0209 2.2453  -0.13
H 2.1570 -2.7395 -1.9120  0.17
O -6.0761 6.4283 -4.4479  -0.54
F 1.6571 -0.3880 5.9144  -0.23
S -4.1171 7.9279 1.9662  0.99
O 0.4369 -4.6505 5.3247  -0.52
O -8.1027 7.2134 -3.2248  -0.31
H 3.3226 -3.9819 0.5889  0.40
O 2.4961 -3.3990 0.5916  -0.35
C 5.3480 0.4494 5.2313  0.39
H 3.6656 -6.9701 6.5584  0.32
O 0.6353 4.4184 -1.4414  -0.53
C 1.4372 -2.4498 -2.8048  -0.23
H 3.6256 -4.6768 5.7158  0.20
O 2.7022 2.5586 3.4478  -0.59
O 1.0565 -0.1508 11.9446  -0.53
C 3.1678 -6.8002 5.5999  -0.40
O 2.4933 -1.7839 -6.5185  -0.48
O -3.4808 6.9419 3.0980  -0.33
S 1.9323 -0.6145 -7.1542  1.07
C -0.1775 -0.4746 -3.4804  -0.60
H -0.8599 -9.1954 -8.7175  0.32
C 0.2299 3.7783 -0.3276  0.26
C 0.9633 -1.9650 3.1943  0.39
C -1.6601 8.1866 2.2830  -0.38
H -1.6785 4.2552 -2.9979  0.24
S 0.8796 1.0333 11.1336  1.07
C 0.6720 0.9118 8.6464  -0.07
F 5.5728 1.8623 3.0146  -0.19
O 1.7229 -0.9351 -8.7389  -0.31
O -2.7111 8.5043 1.3735  -0.31
C 0.7621 0.7527 -0.7564  -0.80
H 4.5325 -5.5386 4.4420  0.34
F 7.2669 1.9593 4.6790  -0.25
S 1.1189 -5.7319 4.6489  1.11
H -0.7631 -1.0171 -4.3570  0.34
C -8.1478 7.3736 -1.8080  -0.35
H 2.4397 -0.2906 9.0483  0.32
O 2.5146 0.7037 -7.0338  -0.60
H -1.3657 -8.4027 -6.1885  0.30
C -0.9689 -7.8153 -7.0209  -0.33
S 1.0875 -6.5680 -7.6988  1.13
H 2.4107 -5.4423 -3.0235  0.26
C 3.9765 -0.2599 4.7249  0.59
F 4.0402 -0.6236 3.2593  -0.25
H -0.7694 0.4804 -3.0898  -0.22
H 0.5169 -3.3669 -4.7228  0.14
S -7.1438 5.9490 -3.5986  1.13
O -7.9805 4.8238 -3.9453  -0.55
H 0.8296 -0.0560 -3.9399  0.20
H -3.5812 4.8795 -4.8061  0.39
C 1.1144 1.3768 0.7463  0.02
C 0.5787 -1.7299 0.6115  -0.10
O 1.4446 -4.1784 0.4501  -0.21
H 0.4318 -9.4082 -7.5033  0.29
H 1.9032 -1.8818 3.8773  -0.33
O 1.7551 -6.7179 5.7807  -0.29
O 0.4058 1.9934 4.2306  -0.57
H -8.9858 6.7825 -1.4248  0.31
S 1.7159 1.3351 3.6496  1.19
O 0.4926 -6.5436 3.6314  -0.55
N 0.9503 -1.0901 1.9676  0.89
C 1.2946 3.0258 0.7219  -0.38
C 2.0890 -4.8623 -3.9925  -0.70
C 2.5631 0.4789 5.0685  0.69
O 2.5249 -5.1555 4.0562  -0.21
H -0.5458 -1.4126 5.1406  0.29
C -0.4220 -0.3992 -7.9384  -0.34
C -2.1422 3.6112 -3.7499  -0.24
H -6.0117 7.5641 -1.4434  0.24
O -4.7433 7.1162 0.9486  -0.39
F 2.8815 1.6023 6.0365  -0.31
C 0.3432 -1.1934 -8.9936  -0.27
H -8.2961 8.4251 -1.5477  0.31
F 3.9194 -1.5987 5.4268  -0.29
O -4.7990 9.0093 2.6419  -0.57
C 1.2538 0.4214 2.1181  0.09
H 2.8017 1.2945 8.3104  0.11
H 2.3913 3.3646 0.4963  0.37
O 0.3556 -0.5132 -6.7488  -0.22
H -1.5779 -2.0081 2.3463  0.27
H -0.7035 8.1212 1.7593  0.33
C 0.2165 -3.3221 0.3910  -0.52
H 0.0798 -0.8898 -10.0103  0.32
C 3.5759 -5.4732 4.9658  -0.27
H -1.5120 3.5851 -4.6447  0.24
C -6.8152 6.8352 -1.2941  -0.24
H 1.6167 -5.6654 -4.7202  0.07
H 0.4418 1.9373 8.3400  0.35
F 6.4465 -0.5227 4.8464  -0.27
O 0.6552 -7.7704 -8.7127  -0.31
Br -1.7383 3.7201 0.1919  -0.09

charge = +1
LUMO = -5.9 eV
electronic energy = -286706.287 eV
HOMO = -12.52 eV
frontier orbital gap = 6.669 eV